(1)
Formula: C18H36BF7N3O5S
Source: the OMol25 dataset
Level of theory: ωB97M-V/def2-TZVPD

Geometry as XYZ:
```
71
Properties=species:S:1:pos:R:3
C 1.4092 0.0540 -0.3453
B 1.2555 1.5216 -0.8980
O 2.3710 2.3451 -0.9196
C -0.1260 2.0811 -1.5083
N -0.9932 2.7799 -0.5116
S -1.8589 2.0210 0.5886
O -2.8485 2.9162 1.1117
O -1.0167 1.2596 1.4612
C -2.8560 0.6774 -0.2444
F -3.4606 0.0231 0.7620
F -2.0516 -0.1901 -0.8568
C -4.0029 1.0654 -1.2274
F -4.8303 1.9474 -0.6521
F -4.6914 -0.0793 -1.4565
C -3.6284 1.6351 -2.6235
F -2.7596 0.8702 -3.2652
F -4.7495 1.7130 -3.3457
F -3.1288 2.8552 -2.5076
C 0.1857 3.1159 -2.6594
O 0.2877 2.5573 -3.7763
O 0.3014 4.3174 -2.3129
H 0.7852 -0.1114 0.5361
H 2.4519 -0.1360 -0.0645
H 1.1246 -0.6836 -1.1070
H 3.0234 2.0685 -1.5720
H -0.6416 1.2713 -2.0227
H -1.5340 3.5399 -0.9126
C 3.1884 1.0910 6.2363
C 1.7389 1.3722 5.8687
N 1.1298 0.3111 5.0900
C -0.1447 0.6884 4.4953
C -1.3189 0.9868 5.4357
C 1.1927 -1.0137 5.6762
C 0.5662 -1.2210 7.0642
H 3.7762 0.8773 5.3426
H 3.6185 1.9637 6.7307
H 3.2849 0.2482 6.9223
H 1.7029 2.2752 5.2540
H 1.1813 1.6074 6.7917
H -0.4378 -0.0947 3.7938
H 0.0331 1.5694 3.8763
H -1.7438 0.0813 5.8697
H -2.1111 1.4783 4.8680
H -1.0330 1.6549 6.2501
H 2.2433 -1.3104 5.7322
H 0.7362 -1.7058 4.9641
H 0.8325 -0.4150 7.7502
H 0.9324 -2.1546 7.4976
H -0.5202 -1.2835 7.0233
C 2.6592 -3.4272 -3.8059
C 1.2024 -3.0547 -3.5737
N 0.8988 -1.6847 -3.9379
C -0.3971 -1.2315 -3.4606
C -1.6534 -1.9202 -4.0119
C 1.2457 -1.2935 -5.2923
C 0.6189 -2.0840 -6.4505
H 3.3204 -2.7300 -3.2894
H 2.8486 -4.4313 -3.4218
H 2.9201 -3.4287 -4.8649
H 0.9814 -3.1554 -2.5071
H 0.5642 -3.7930 -4.0895
H -0.4612 -0.1553 -3.6419
H -0.3986 -1.3480 -2.3738
H -1.8794 -1.6084 -5.0315
H -2.5130 -1.6543 -3.3958
H -1.5651 -3.0084 -3.9965
H 2.3328 -1.3483 -5.3920
H 1.0012 -0.2340 -5.3947
H 0.6536 -3.1608 -6.2726
H 1.1732 -1.8860 -7.3707
H -0.4183 -1.8043 -6.6287
```

Calculated values
Frontier orbital gap   7.8 eV
Calculated total energy   -64494.271 eV
LUMO energy   2.644 eV
Charge   -1
F_max   1.21 eV Å⁻¹
Spin multiplicity   1
E_HOMO   -5.186 eV

These are the Löwdin partial charges, in e, on atoms 1 to 8: atom 1 (C): 0.010, atom 2 (B): -0.430, atom 3 (O): 0.128, atom 4 (C): -0.159, atom 5 (N): -0.074, atom 6 (S): 0.665, atom 7 (O): -0.262, atom 8 (O): -0.257

---

(2)
Formula: C40H32F12NO2Ta
Source: the OMol25 dataset
Level of theory: ωB97M-V/def2-TZVPD

Geometry as XYZ:
```
88
Properties=species:S:1:pos:R:3
Ta -0.0623 -0.1996 -0.1671
C 3.2016 -0.6589 5.9088
C 2.2973 -0.0754 4.8516
C 2.5223 1.1720 4.2864
C 1.7096 1.6544 3.2823
C 0.6264 0.9132 2.7757
N -0.1421 1.3384 1.7113
C -0.4891 2.6540 1.5867
C -0.4492 3.5272 2.7051
C -0.6615 4.8837 2.6155
C -0.9411 5.4768 1.3917
C -1.1172 6.9635 1.2095
C -1.1144 4.6255 0.3130
C -0.9804 3.2403 0.3892
C -1.4221 2.4572 -0.8548
O -1.5427 1.1028 -0.7503
C -0.4760 2.8254 -2.0895
F -0.1083 1.7235 -2.7625
F 0.6415 3.4592 -1.7238
F -1.0764 3.6258 -3.0069
C -2.8861 2.8803 -1.2384
F -3.6989 2.6663 -0.1860
F -3.1043 4.1636 -1.6246
F -3.3342 2.1155 -2.2581
C 0.3928 -0.3554 3.3615
C 1.2287 -0.8199 4.3697
C -0.6761 -1.2403 2.7177
O -0.3342 -1.6128 1.4452
C -0.8464 -2.5908 3.4724
F 0.2968 -3.3065 3.4649
F -1.2038 -2.4399 4.7743
F -1.7651 -3.3886 2.8932
C -2.1051 -0.5146 2.7261
F -2.1628 0.6029 3.4652
F -3.1191 -1.2771 3.2168
F -2.4649 -0.2208 1.4641
H 3.9856 0.0456 6.1907
H 3.6834 -1.5672 5.5382
H 2.6406 -0.9274 6.8080
H 3.3598 1.7707 4.6312
H 1.9319 2.6114 2.8310
H -0.2416 3.0861 3.6702
H -0.5967 5.4922 3.5131
H -0.9438 7.5045 2.1413
H -2.1304 7.1924 0.8672
H -0.4234 7.3458 0.4566
H -1.3627 5.0713 -0.6414
H 1.0647 -1.7866 4.8227
C 1.8519 0.4859 -0.5331
C 2.7563 1.3164 -0.7346
C 3.7295 2.2659 -0.9730
C 4.1149 2.5368 -2.3429
C 5.2869 3.2465 -2.6888
C 5.6549 3.4492 -4.0068
C 4.8860 2.9500 -5.0517
C 3.7380 2.2291 -4.7356
C 3.3612 2.0261 -3.4232
C 4.2785 2.9847 0.1763
C 4.5417 4.3667 0.1373
C 5.1035 5.0326 1.2118
C 5.4088 4.3522 2.3847
C 5.0971 3.0004 2.4667
C 4.5341 2.3317 1.3932
H 5.9318 3.6200 -1.9055
H 6.5699 3.9914 -4.2246
H 5.1769 3.1149 -6.0827
H 3.1305 1.8161 -5.5342
H 2.4638 1.4625 -3.2019
H 4.2592 4.9254 -0.7462
H 5.2945 6.0985 1.1416
H 5.8699 4.8653 3.2205
H 5.3012 2.4613 3.3855
H 4.2797 1.2823 1.4831
C 1.4396 -1.3864 -3.3371
C 0.3656 -2.2909 -2.7284
C -0.6546 -2.6293 -3.8268
C 1.0384 -3.5931 -2.2502
C -0.3486 -1.6603 -1.5440
H 1.9774 -1.9080 -4.1369
H 2.1556 -1.0816 -2.5753
H 0.9811 -0.4875 -3.7542
H -0.1562 -3.0233 -4.7197
H -1.2024 -1.7256 -4.1027
H -1.3728 -3.3753 -3.4753
H 1.6146 -4.0591 -3.0589
H 0.2845 -4.3016 -1.8975
H 1.7029 -3.3615 -1.4174
H -1.2745 -2.2317 -1.3574
```

Calculated values
Frontier orbital gap   5.5 eV
Calculated total energy   -81748.521 eV
LUMO energy   4.488 eV
Charge   -2
F_max   1.84 eV Å⁻¹
Spin multiplicity   1
E_HOMO   -1.001 eV

These are the Löwdin partial charges, in e, on atoms 1 to 8: atom 1 (Ta): 1.733, atom 2 (C): -0.070, atom 3 (C): -0.284, atom 4 (C): -0.056, atom 5 (C): -0.029, atom 6 (C): -0.254, atom 7 (N): -0.029, atom 8 (C): -0.208

---

(3)
Formula: C5H9ClN3
Source: the OMol25 dataset
Level of theory: ωB97M-V/def2-TZVPD

Geometry as XYZ:
```
18
Properties=species:S:1:pos:R:3
C 0.9170 -0.2131 -0.5352
C -0.3881 -0.6558 -1.2582
C 0.0509 1.4679 1.1135
C -1.4353 -1.0074 -0.3511
C 2.1830 -0.7523 -1.1009
N 0.9339 0.6524 0.3361
N -1.8316 1.1530 2.5068
N -1.0282 0.7385 1.6620
Cl -2.9632 -0.3166 -0.5003
H -0.4604 0.0305 -2.1859
H -0.0399 -1.6140 -1.6396
H 0.6759 1.9864 1.9637
H -0.4696 2.3877 0.7435
H -1.1236 -1.6988 0.4915
H 3.1180 -0.3334 -0.6064
H 2.3408 -0.5085 -2.1800
H 2.0879 -1.8190 -1.2692
H -2.5675 0.5025 2.8098
```

Calculated values
Frontier orbital gap (alpha / beta)   6.7 / 6.7 eV
Calculated total energy   -22311.434 eV
LUMO energy (alpha / beta)   -6.454 / -6.453 eV
Charge   +1
F_max   3.81 eV Å⁻¹
Spin multiplicity   1
E_HOMO (alpha / beta)   -13.132 / -13.133 eV

These are the Löwdin partial charges, in e, on atoms 1 to 8: atom 1 (C): -0.358, atom 2 (C): -0.179, atom 3 (C): -0.221, atom 4 (C): -0.419, atom 5 (C): -0.018, atom 6 (N): 0.121, atom 7 (N): 0.139, atom 8 (N): -0.098

---

(4)
Formula: C4H7NO3S2
Source: the OMol25 dataset
Level of theory: ωB97M-V/def2-TZVPD

Geometry as XYZ:
```
17
Properties=species:S:1:pos:R:3
C -0.4762 -0.4215 1.1139
C -0.5566 0.9070 0.4660
C 2.1274 1.4375 -0.6922
C -0.5742 -2.2539 -0.6005
N -1.8599 1.5914 0.7480
O -2.5198 1.3377 1.7566
O -2.3123 2.3289 -0.1421
O 1.8735 -1.3655 0.1165
S 0.2804 1.8356 -0.7574
S 0.6293 -1.7859 0.8202
H -1.3015 -0.5399 1.7671
H 2.2444 0.2550 -0.6613
H 2.5457 1.9586 0.1733
H 2.5285 1.7774 -1.6853
H -0.3953 -1.9460 -1.5794
H -1.5512 -1.7440 -0.3383
H -0.6821 -3.3724 -0.5050
```

Calculated values
Frontier orbital gap (alpha / beta)   7.8 / 7.8 eV
Calculated total energy   -33558.162 eV
LUMO energy (alpha / beta)   -1.139 / -1.138 eV
F_max   6.65 eV Å⁻¹
Spin multiplicity   1
E_HOMO (alpha / beta)   -8.890 / -8.890 eV

These are the Löwdin partial charges, in e, on atoms 1 to 8: atom 1 (C): -0.254, atom 2 (C): -0.472, atom 3 (C): -0.332, atom 4 (C): -0.189, atom 5 (N): -0.411, atom 6 (O): 0.051, atom 7 (O): 0.007, atom 8 (O): -0.570

---

(5)
Formula: C7H9F2N2S2
Source: the OMol25 dataset
Level of theory: ωB97M-V/def2-TZVPD

Geometry as XYZ:
```
22
Properties=species:S:1:pos:R:3
C 0.4258 1.5105 2.1350
S -0.3527 2.6054 0.9423
C -0.4470 1.5917 -0.3961
S -1.1861 2.0423 -1.7549
C -0.1646 0.1390 -0.3508
N -1.0066 -0.8779 -0.0682
C -2.3540 -0.7710 0.4348
F -2.4161 -0.0907 1.5964
F -2.8663 -1.9983 0.5654
C -0.3062 -2.0264 -0.3980
C 0.8423 -1.7681 -1.0467
N 0.9841 -0.3789 -0.9039
C 2.1156 0.3731 -1.3860
H -0.3120 1.0087 2.7796
H 1.1219 1.9378 2.8570
H 1.0479 0.7639 1.6749
H -2.9562 -0.2281 -0.2986
H -0.9872 -2.9686 -0.4145
H 1.5572 -2.5180 -1.4220
H 1.8580 1.1362 -2.1354
H 2.6192 0.7929 -0.5433
H 2.7830 -0.2752 -1.8670
```

Calculated values
Frontier orbital gap   8.3 eV
Calculated total energy   -37482.966 eV
SMILES   CSC(=S)c1n(C(F)F)cc[n+]1C
LUMO energy   -4.626 eV
Charge   +1
F_max   5.34 eV Å⁻¹
Spin multiplicity   1
E_HOMO   -12.901 eV

These are the Löwdin partial charges, in e, on atoms 1 to 8: atom 1 (C): -0.349, atom 2 (S): 0.988, atom 3 (C): -1.134, atom 4 (S): 0.810, atom 5 (C): -0.311, atom 6 (N): 0.092, atom 7 (C): -0.347, atom 8 (F): 0.125